A cluster of 2 separate species, C13H29N2O2 in total in a non-equilibrium geometry, computed with wB97M-V/def2-TZVPD.

Geometry as XYZ:
```
46
Properties=species:S:1:pos:R:3
C 1.51592 -1.23718 1.95557
C 0.57781 -1.21290 1.00159
C -0.23999 -0.03069 0.55107
C 0.41434 1.35105 0.67085
C 0.37297 1.98204 2.08205
C 1.73659 2.64079 2.30239
N 2.65551 2.29822 1.13785
C 3.86661 1.58856 1.67874
N 4.86967 1.36350 0.65229
C 5.26632 -0.05339 0.55412
C 1.85296 1.46889 0.16063
H 2.03472 -2.16053 2.17341
H 1.77071 -0.39298 2.58145
H 0.34886 -2.14838 0.50451
H -0.53031 -0.19287 -0.48449
H -1.17440 0.01224 1.11228
H -0.15143 1.98017 -0.01527
H 0.24775 1.17001 2.78790
H -0.42497 2.70945 2.15251
H 1.70067 3.70425 2.51722
H 2.15527 2.20233 3.20603
H 2.92956 3.19044 0.74044
H 3.49575 0.65382 2.09135
H 4.27641 2.22921 2.45501
H 4.50373 1.65058 -0.24556
H 4.48532 -0.68931 0.13055
H 5.51810 -0.41776 1.54533
H 6.14840 -0.13149 -0.07183
H 1.83910 2.05295 -0.75836
H 2.40040 0.56460 -0.08111
C -2.59777 -0.49914 -2.95010
O -2.90857 -0.84670 -1.61091
C -4.26234 -0.57245 -1.26525
C -5.11635 -1.81943 -1.29537
O -5.24445 -2.33185 -2.60861
C -4.42223 -3.45632 -2.86554
H -1.62003 -0.92098 -3.18126
H -3.33017 -0.90420 -3.65043
H -2.55070 0.58952 -3.06802
H -4.68010 0.18466 -1.93446
H -4.26527 -0.16545 -0.24890
H -6.11966 -1.56434 -0.94154
H -4.70313 -2.57731 -0.62265
H -4.79499 -4.33765 -2.33406
H -3.38426 -3.27227 -2.57623
H -4.46231 -3.65172 -3.93517
```

Kohn-Sham gap: 8.367 eV
charge: +1
ΔE to the lowest compared entry with this formula, charge and spin: 47.2 kcal/mol

How positive or negative is each atom? The natural (NBO) charges in e answer that: atom 1 (C): -0.431, atom 2 (C): -0.156, atom 3 (C): -0.453, atom 4 (C): -0.226, atom 5 (C): -0.424, atom 6 (C): -0.232, atom 7 (N): -0.353, atom 8 (C): -0.036, atom 9 (N): -0.620, atom 10 (C): -0.420, atom 11 (C): -0.234, atom 12 (H): 0.222, atom 13 (H): 0.162, atom 14 (H): 0.222, atom 15 (H): 0.246, atom 16 (H): 0.246, atom 17 (H): 0.230, atom 18 (H): 0.233, atom 19 (H): 0.247, atom 20 (H): 0.241, atom 21 (H): 0.229, atom 22 (H): 0.436, atom 23 (H): 0.209, atom 24 (H): 0.210, atom 25 (H): 0.357, atom 26 (H): 0.179, atom 27 (H): 0.208, atom 28 (H): 0.229, atom 29 (H): 0.227, atom 30 (H): 0.245, atom 31 (C): -0.257, atom 32 (O): -0.567, atom 33 (C): -0.088, atom 34 (C): -0.089, atom 35 (O): -0.547, atom 36 (C): -0.254, atom 37 (H): 0.185, atom 38 (H): 0.194, atom 39 (H): 0.164, atom 40 (H): 0.181, atom 41 (H): 0.179, atom 42 (H): 0.192, atom 43 (H): 0.174, atom 44 (H): 0.173, atom 45 (H): 0.169, atom 46 (H): 0.197



A structure of composition C13H29N2O6RuSe2, computed with wB97M-V/def2-TZVPD.

Geometry as XYZ:
```
53
Properties=species:S:1:pos:R:3
Ru -0.42491 -0.12176 -0.08636
C 0.96555 -0.56889 3.66764
Se -0.50370 -1.34288 2.66706
C -1.83089 0.02555 3.02255
C -3.10548 -0.32497 2.28965
Se -2.83104 -0.78198 0.38510
C -4.06725 0.58944 -0.23765
H 0.67026 -0.46197 4.70892
H 1.21453 0.38179 3.20317
H 1.80240 -1.26049 3.59820
H -1.40901 0.96323 2.66192
H -2.01544 0.07931 4.09565
H -3.79214 0.51997 2.29780
H -3.60015 -1.17900 2.75094
H -5.01792 0.43414 0.26893
H -4.20928 0.46760 -1.30701
H -3.65811 1.57193 -0.01826
C 4.89399 -0.78885 0.38975
O 3.94497 -1.85476 0.53331
C 2.72936 -1.56532 0.03791
O 2.42760 -0.55189 -0.53170
N 1.86720 -2.60695 0.27829
N 0.58266 -2.47340 -0.24674
H 5.77246 -1.10284 0.94491
H 4.48543 0.13440 0.79520
H 5.14107 -0.64043 -0.66035
H 2.25521 -3.52133 0.44729
H -0.08316 -2.92788 0.36307
H 0.50867 -2.84062 -1.18984
C -1.78624 4.77118 0.09260
O -0.55178 4.23428 0.56903
C -0.50619 2.89786 0.61914
O -1.43936 2.17513 0.31921
H -2.59131 4.56009 0.79679
H -2.04102 4.35217 -0.87976
H -1.62818 5.84242 0.01568
O 0.67826 2.52701 1.02339
O 0.81777 1.09971 1.15621
C -0.26846 0.65343 -4.22026
C -1.25903 0.46654 -3.06104
C -2.34459 -0.52432 -3.49370
C -1.85882 1.83464 -2.74385
C -0.51342 -0.13162 -1.88336
H -0.77071 1.07961 -5.09298
H 0.17644 -0.29923 -4.51557
H 0.53913 1.32602 -3.92713
H -2.89876 -0.14590 -4.35810
H -1.90144 -1.48302 -3.77130
H -3.05340 -0.71251 -2.68719
H -2.42066 2.21292 -3.60295
H -1.05824 2.54224 -2.51700
H -2.51360 1.81119 -1.87780
H 0.36682 -0.69689 -2.24941
```

Kohn-Sham gap (alpha / beta): 6.923 / 7.099 eV
charge: 0
spin multiplicity: 2
ΔE to the lowest compared entry with this formula, charge and spin: 35.2 kcal/mol

How positive or negative is each atom? The natural (NBO) charges in e answer that: atom 1 (Ru): 0.502, atom 2 (C): -0.779, atom 3 (Se): 0.285, atom 4 (C): -0.574, atom 5 (C): -0.569, atom 6 (Se): 0.432, atom 7 (C): -0.789, atom 8 (H): 0.214, atom 9 (H): 0.267, atom 10 (H): 0.228, atom 11 (H): 0.244, atom 12 (H): 0.223, atom 13 (H): 0.230, atom 14 (H): 0.222, atom 15 (H): 0.217, atom 16 (H): 0.231, atom 17 (H): 0.245, atom 18 (C): -0.256, atom 19 (O): -0.521, atom 20 (C): 0.871, atom 21 (O): -0.606, atom 22 (N): -0.496, atom 23 (N): -0.628, atom 24 (H): 0.192, atom 25 (H): 0.207, atom 26 (H): 0.190, atom 27 (H): 0.385, atom 28 (H): 0.383, atom 29 (H): 0.367, atom 30 (C): -0.253, atom 31 (O): -0.497, atom 32 (C): 0.977, atom 33 (O): -0.699, atom 34 (H): 0.183, atom 35 (H): 0.194, atom 36 (H): 0.196, atom 37 (O): -0.263, atom 38 (O): -0.589, atom 39 (C): -0.594, atom 40 (C): -0.165, atom 41 (C): -0.586, atom 42 (C): -0.600, atom 43 (C): -0.192, atom 44 (H): 0.202, atom 45 (H): 0.202, atom 46 (H): 0.213, atom 47 (H): 0.203, atom 48 (H): 0.206, atom 49 (H): 0.196, atom 50 (H): 0.197, atom 51 (H): 0.208, atom 52 (H): 0.215, atom 53 (H): 0.127



A structure of composition C13H2Br2CaCl4F5O2S, computed with wB97M-V/def2-TZVPD.

Geometry as XYZ:
```
30
Properties=species:S:1:pos:R:3
Ca 0.35798 0.34048 -0.14739
F -4.12694 -1.70329 4.96747
C -3.50241 -1.73982 3.78286
C -2.55160 -0.78727 3.46219
F -2.24733 0.18077 4.33503
C -1.92798 -0.85429 2.23443
F -0.99993 0.11228 1.97563
C -2.18245 -1.82375 1.26936
S -1.36301 -1.87000 -0.28244
C -3.14821 -2.76298 1.63666
F -3.48342 -3.74596 0.79792
C -3.79578 -2.72850 2.85996
F -4.71353 -3.65382 3.16083
Br 2.11031 1.51704 2.47437
C 1.19063 3.20646 2.56000
Br -0.17452 3.37294 1.21243
H 1.92072 3.98574 2.38417
H 0.72845 3.29972 3.53396
Cl 2.19581 0.94466 -6.57050
C 2.26604 0.67732 -4.85791
C 3.25044 -0.12232 -4.31424
Cl 4.43548 -0.87466 -5.33357
C 3.28429 -0.32139 -2.93111
Cl 4.52284 -1.30977 -2.22268
C 2.35983 0.25650 -2.05647
O 2.42347 0.06350 -0.75921
C 1.32595 1.09632 -2.62746
O 0.43597 1.67796 -1.85688
C 1.32327 1.27156 -4.01415
Cl 0.08564 2.29458 -4.67327
```

Kohn-Sham gap: 5.865 eV
charge: -1
ΔE to the lowest compared entry with this formula, charge and spin: 10.7 kcal/mol

How positive or negative is each atom? The natural (NBO) charges in e answer that: atom 1 (Ca): 1.743, atom 2 (F): -0.299, atom 3 (C): 0.227, atom 4 (C): 0.310, atom 5 (F): -0.308, atom 6 (C): 0.259, atom 7 (F): -0.364, atom 8 (C): -0.231, atom 9 (S): -0.499, atom 10 (C): 0.303, atom 11 (F): -0.294, atom 12 (C): 0.271, atom 13 (F): -0.297, atom 14 (Br): 0.061, atom 15 (C): -0.536, atom 16 (Br): 0.061, atom 17 (H): 0.231, atom 18 (H): 0.228, atom 19 (Cl): -0.005, atom 20 (C): -0.114, atom 21 (C): -0.114, atom 22 (Cl): -0.005, atom 23 (C): -0.158, atom 24 (Cl): -0.014, atom 25 (C): 0.294, atom 26 (O): -0.937, atom 27 (C): 0.294, atom 28 (O): -0.937, atom 29 (C): -0.158, atom 30 (Cl): -0.014



A structure of composition C13H30AlBBeBrCaCl3CsF4N4O13S in a non-equilibrium geometry, computed with wB97M-V/def2-TZVPD.

Geometry as XYZ:
```
74
Properties=species:S:1:pos:R:3
C 0.36397 5.27610 -3.44290
C -0.39082 5.23755 -4.78131
N -1.66527 4.48699 -4.72170
C -2.41849 4.76410 -3.52993
C -2.76225 3.48796 -2.75039
C -1.64597 2.45016 -2.71511
C -1.53526 1.58661 -4.00803
C -1.46484 0.07750 -3.73384
O -2.61987 -0.56335 -4.28812
B -3.79916 5.45162 -3.94899
N -4.68896 4.80318 -4.90333
O -4.21188 6.65658 -3.41974
H 0.03719 4.53855 -2.72215
H 1.40920 5.05202 -3.65141
H 0.32440 6.33064 -2.94472
H 0.20704 4.77546 -5.60228
H -0.56174 6.26881 -5.10143
H -2.22211 4.85885 -5.48748
H -3.68703 3.07888 -3.16426
H -2.98804 3.77790 -1.72043
H -1.90871 1.74612 -1.92534
H -0.68359 2.85738 -2.43323
H -2.30623 1.85231 -4.72330
H -0.59522 1.89791 -4.46960
H -1.44642 -0.15791 -2.67082
H -0.56044 -0.32075 -4.17871
H -3.37136 -0.23204 -3.78278
H -5.61073 4.62993 -4.51563
H -4.30904 3.88681 -5.12649
H -5.15589 6.55809 -3.22726
O -1.41856 -1.29793 0.63890
C -0.97216 -2.23068 0.04822
O -0.54514 -2.14851 -1.24373
C -0.16771 -3.44442 -1.71812
C 0.13889 -4.25347 -0.46902
C -0.82775 -3.65628 0.55239
H -0.99696 -3.86380 -2.29370
H 0.69825 -3.34733 -2.36921
H 0.02405 -5.35731 -0.63405
H 1.16721 -4.06822 -0.14808
H -1.81140 -4.14043 0.52564
H -0.42826 -3.67420 1.56134
Be -1.03479 -6.56139 0.27698
O 2.54354 -4.29499 4.91647
S 1.54464 -3.42136 4.28922
O 0.62068 -4.24215 3.49562
O 2.23155 -2.43766 3.43934
O 0.77097 -2.69626 5.30791
Ca 2.65923 4.66707 -4.80571
Br 1.42418 7.28943 -1.67315
C 6.09897 -4.16801 3.76005
Cl 5.89559 -5.03066 5.26905
Cl 4.74630 -4.47634 2.65083
H 6.14957 -3.10172 3.96793
H 7.02502 -4.49757 3.29045
Cs 6.18108 -3.17377 0.70298
C 1.22821 -0.79732 9.05801
O 1.88711 -0.78432 10.09219
N 0.33796 0.17637 8.73589
N 1.33767 -1.80136 8.13543
H -0.21745 0.17507 7.89838
H 0.22604 0.92615 9.39123
H 1.98562 -2.53903 8.33814
H 0.80984 -1.83821 7.28030
F 6.54059 -4.40054 -5.68470
Al 5.45448 -3.13264 -5.34281
F 4.12313 -3.19263 -6.40362
F 6.25123 -1.62661 -5.49648
F 4.90000 -3.29049 -3.72691
O -2.28841 -0.34203 7.63901
Cl -3.26650 -1.07512 8.42189
O -4.56545 -0.91546 7.81323
O -3.28728 -0.55614 9.76548
O -2.90626 -2.47167 8.43752
```

Kohn-Sham gap: 1.153 eV
charge: -1

How positive or negative is each atom? The Mulliken charges in e answer that: atom 1 (C): -1.173, atom 2 (C): -0.615, atom 3 (N): -0.075, atom 4 (C): -0.028, atom 5 (C): -0.754, atom 6 (C): -0.733, atom 7 (C): -0.284, atom 8 (C): -0.383, atom 9 (O): -0.595, atom 10 (B): 0.237, atom 11 (N): -0.655, atom 12 (O): -0.539, atom 13 (H): 0.616, atom 14 (H): 0.225, atom 15 (H): 0.219, atom 16 (H): 0.434, atom 17 (H): 0.208, atom 18 (H): 0.328, atom 19 (H): 0.426, atom 20 (H): 0.439, atom 21 (H): 0.621, atom 22 (H): 0.111, atom 23 (H): 0.349, atom 24 (H): 0.084, atom 25 (H): 0.035, atom 26 (H): 0.426, atom 27 (H): 0.299, atom 28 (H): 0.274, atom 29 (H): 0.275, atom 30 (H): 0.294, atom 31 (O): -0.580, atom 32 (C): 0.321, atom 33 (O): -0.326, atom 34 (C): -0.518, atom 35 (C): -0.078, atom 36 (C): -0.130, atom 37 (H): 0.239, atom 38 (H): 0.399, atom 39 (H): 0.095, atom 40 (H): 0.189, atom 41 (H): 0.376, atom 42 (H): 0.081, atom 43 (Be): -0.019, atom 44 (O): -0.524, atom 45 (S): 1.173, atom 46 (O): -0.531, atom 47 (O): -0.540, atom 48 (O): -0.443, atom 49 (Ca): 1.203, atom 50 (Br): -0.713, atom 51 (C): -0.585, atom 52 (Cl): -0.091, atom 53 (Cl): -0.189, atom 54 (H): 0.398, atom 55 (H): 0.400, atom 56 (Cs): 1.051, atom 57 (C): 0.570, atom 58 (O): -0.713, atom 59 (N): -0.261, atom 60 (N): -0.206, atom 61 (H): 0.196, atom 62 (H): 0.186, atom 63 (H): 0.161, atom 64 (H): 0.268, atom 65 (F): -0.410, atom 66 (Al): 0.652, atom 67 (F): -0.406, atom 68 (F): -0.427, atom 69 (F): -0.411, atom 70 (O): -0.651, atom 71 (Cl): 1.675, atom 72 (O): -0.653, atom 73 (O): -0.654, atom 74 (O): -0.640



What energy values result from the calculations? In sequence: -21017.767; -162485.946; -250649.394; -202511.582 eV.